Here is C5H7NO in the gas phase in a non-equilibrium geometry from the OMol25 dataset. Energies are from ωB97M-V/def2-TZVPD.

Values from the calculation:
Frontier orbital gap   8.61 eV
SMILES string   Cn1cccc1O
Energy   -324.67694 Ha
Largest force on an atom   1.661 eV/A
Highest occupied orbital energy   -7.73 eV

Geometry (Å):
C -1.8596 0.0921 0.6115
N -0.4638 -0.1258 0.2896
C 0.1176 -1.3460 -0.0359
C 1.3978 -1.1314 -0.4652
C 1.6498 0.2573 -0.3650
C 0.4701 0.8236 0.0367
O 0.2232 2.1456 -0.1692
H -2.0484 1.1666 0.6640
H -2.1173 -0.3601 1.5768
H -2.4925 -0.3445 -0.1667
H -0.4294 -2.2656 0.0962
H 2.0955 -1.8707 -0.8287
H 2.5886 0.7944 -0.3370
H 0.8684 2.1646 -0.9072

Here are the natural (NBO) charges for atoms 1 to 2, given in e:
1. C -0.404
2. N -0.353



Here is C5H7NO in the gas phase from the OMol25 dataset. Energies are from ωB97M-V/def2-TZVPD.

Values from the calculation:
Frontier orbital gap (spin up / spin down)   8.00 / 7.78 eV
Energy   -324.50645 Ha
Largest force on an atom   0.330 eV/A
Highest occupied orbital energy (spin up / spin down)   -7.47 / -7.31 eV

Geometry (Å):
C 1.0640 1.2162 -1.1736
C 0.1130 0.5585 -0.2186
N -1.2625 1.1364 -0.0066
C -0.4013 1.2162 1.0661
C -0.3445 -1.9536 0.7267
C 0.0105 -0.8082 -0.0610
O 0.7184 -1.9201 -0.2989
H 2.0979 0.9935 -0.8935
H 0.9136 2.2954 -1.1195
H 0.8954 0.8804 -2.2007
H -2.0040 0.4145 0.0147
H -0.6392 0.6012 1.9475
H -1.2221 -2.5513 0.4880
H 0.0609 -2.0789 1.7295

Here are the natural (NBO) charges for atoms 1 to 2, given in e:
1. C -0.603
2. C -0.026



Here is C5H7NO in the gas phase from the OMol25 dataset. Energies are from ωB97M-V/def2-TZVPD.

Values from the calculation:
Frontier orbital gap   11.23 eV
Energy   -324.60786 Ha
Largest force on an atom   0.998 eV/A
Highest occupied orbital energy   -10.36 eV

Geometry (Å):
C 0.9768 -1.2236 0.0337
C -0.2742 -0.4733 -0.3850
C -0.2689 1.0288 -0.1391
C -0.4228 1.3718 1.3250
O -0.5741 0.5590 2.2061
C -0.1486 -0.4974 -2.1702
N -1.1514 -1.0789 -1.8801
H 0.9043 -2.2753 -0.2544
H 1.0584 -1.1666 1.1245
H 1.8723 -0.7970 -0.4271
H -1.1291 -0.8996 0.1424
H 0.6501 1.4923 -0.5207
H -1.0948 1.5108 -0.6777
H -0.3972 2.4581 1.5519

Here are the natural (NBO) charges for atoms 1 to 2, given in e:
1. C -0.634
2. C -0.100



Here is C5H7NO in the gas phase from the OMol25 dataset. Energies are from ωB97M-V/def2-TZVPD.

Values from the calculation:
Frontier orbital gap   10.00 eV
SMILES string   OCC#C[C@H]1CN1
Energy   -324.59575 Ha
Largest force on an atom   0.569 eV/A
Highest occupied orbital energy   -9.26 eV

Geometry (Å):
O 2.1168 -1.6388 -0.2739
C 2.4332 -0.2567 -0.2811
C 1.2034 0.5444 -0.1604
C 0.0677 0.9437 -0.0639
C -1.3695 1.1155 0.0169
C -2.1266 -0.1362 -0.2595
N -2.0933 0.4141 1.0858
H 1.5464 -1.7950 0.4916
H 3.1432 -0.0001 0.5180
H 2.9249 -0.0716 -1.2405
H -1.7945 2.0782 -0.2596
H -1.5249 -1.0147 -0.4882
H -3.0877 -0.0850 -0.7575
H -1.4392 -0.0978 1.6724

Here are the natural (NBO) charges for atoms 1 to 2, given in e:
1. O -0.694
2. C -0.132



Here is C5H7NO in the gas phase from the OMol25 dataset. Energies are from ωB97M-V/def2-TZVPD.

Values from the calculation:
Frontier orbital gap   7.93 eV
SMILES string   C/C(=C/[O-])C1=C[NH2+]1
Energy   -324.57190 Ha
Largest force on an atom   0.544 eV/A
Highest occupied orbital energy   -7.55 eV

Geometry (Å):
C -1.5571 0.1273 0.7943
C -0.4428 -0.4540 0.0072
C -0.4772 -1.8036 -0.4897
O 0.4317 -2.3176 -1.1246
C 0.6807 0.1942 -0.3415
C 1.8495 0.3573 -0.9786
N 1.2695 1.5090 -0.0662
H -2.4812 -0.3792 0.5080
H -1.6668 1.1987 0.6104
H -1.4153 -0.0179 1.8676
H -1.4081 -2.3703 -0.2647
H 2.8292 -0.0177 -0.7311
H 1.5472 1.6895 0.8976
H 0.9066 2.3314 -0.5334

Here are the natural (NBO) charges for atoms 1 to 2, given in e:
1. C -0.611
2. C -0.313



Here is C5H7NO in the gas phase from the OMol25 dataset. Energies are from ωB97M-V/def2-TZVPD.

Values from the calculation:
Frontier orbital gap   9.93 eV
SMILES string   CC=C=NC(C)=O
Energy   -324.66757 Ha
Largest force on an atom   0.619 eV/A
Highest occupied orbital energy   -9.05 eV

Geometry (Å):
C 0.4733 2.1784 1.1297
C 0.3075 1.5676 -0.2390
C 0.7828 0.3747 -0.4763
N 1.1684 -0.7907 -0.5693
C 0.2114 -1.7100 -0.0141
C -0.9347 -2.0587 -0.9254
O 0.3649 -2.1363 1.0983
H 0.9182 1.4516 1.8155
H 1.1107 3.0671 1.1109
H -0.5042 2.4647 1.5308
H -0.2607 2.0714 -1.0143
H -1.8248 -2.2442 -0.3221
H -0.6905 -2.9715 -1.4752
H -1.1223 -1.2640 -1.6497

Here are the natural (NBO) charges for atoms 1 to 2, given in e:
1. C -0.611
2. C -0.397



Here is a molecular structure, C5H7NO in a non-equilibrium geometry from the OMol25 dataset. Energies are from ωB97M-V/def2-TZVPD.

Values from the calculation:
Frontier orbital gap   8.72 eV
Energy   -324.58052 Ha
Largest force on an atom   1.271 eV/A
Highest occupied orbital energy   -8.75 eV

Geometry (Å):
C -1.8256 -0.6046 -0.4615
C 1.7356 0.7423 0.9577
C -0.8276 0.3148 0.9107
C 0.4482 0.2437 0.3717
N 0.5397 -0.8292 -1.9210
C 0.2400 -0.3641 -0.8431
O -1.4386 0.6911 1.8529
H 1.3631 -0.5374 -2.4329
H -2.2198 0.1162 -1.1749
H -2.5789 -0.7940 0.3052
H -1.6459 -1.5798 -0.9135
H 1.6022 0.9719 2.0156
H 2.5157 -0.0185 0.8754
H 2.0918 1.6477 0.4578

Here are the natural (NBO) charges for atoms 1 to 2, given in e:
1. C -0.851
2. C -0.625



Here is C5H7NO in the gas phase from the OMol25 dataset. Energies are from ωB97M-V/def2-TZVPD.

Values from the calculation:
Frontier orbital gap   8.35 eV
SMILES string   C/C=C1/NC=CO1
Energy   -324.66566 Ha
Largest force on an atom   0.331 eV/A
Highest occupied orbital energy   -7.33 eV

Geometry (Å):
C 0.9370 1.8994 1.0064
C -0.1717 1.3579 0.1525
C -0.2997 0.0547 -0.0914
N -1.2438 -0.6212 -0.8983
C -0.7468 -1.9415 -1.0323
C 0.3677 -2.0406 -0.3145
O 0.6274 -0.8677 0.3570
H 1.5612 2.6070 0.4471
H 1.5830 1.0853 1.3470
H 0.5604 2.4227 1.8932
H -0.8701 2.0332 -0.3314
H -2.2150 -0.5254 -0.6267
H -1.2034 -2.6527 -1.7035
H 1.1140 -2.8109 -0.2051

Here are the natural (NBO) charges for atoms 1 to 2, given in e:
1. C -0.629
2. C -0.339



Here is C5H7NO in the gas phase from the OMol25 dataset. Energies are from ωB97M-V/def2-TZVPD.

Values from the calculation:
Frontier orbital gap   10.72 eV
SMILES string   C#CCCNC=O
Energy   -324.66037 Ha
Largest force on an atom   0.472 eV/A
Highest occupied orbital energy   -9.82 eV

Geometry (Å):
C -0.5681 -0.2236 -2.5115
C -1.0040 -0.1148 -1.3943
C -1.3769 0.0199 0.0154
C -0.2877 -0.5936 0.9261
N 1.0527 -0.2803 0.4786
C 1.7081 0.8341 0.9086
O 1.3571 1.5351 1.8360
H -0.1993 -0.2979 -3.5106
H -2.3442 -0.4619 0.2055
H -1.4880 1.0843 0.2523
H -0.3922 -0.2017 1.9393
H -0.3930 -1.6822 0.9684
H 1.3046 -0.6335 -0.4354
H 2.6310 1.0161 0.3216

Here are the natural (NBO) charges for atoms 1 to 2, given in e:
1. C -0.274
2. C 0.012



Here is C5H7NO in the gas phase in a non-equilibrium geometry from the OMol25 dataset. Energies are from ωB97M-V/def2-TZVPD.

Values from the calculation:
Frontier orbital gap   9.02 eV
SMILES string   Cc1cc(N)co1
Energy   -324.69602 Ha
Largest force on an atom   1.309 eV/A
Highest occupied orbital energy   -7.95 eV

Geometry (Å):
C -1.7415 1.3397 -1.0683
C -0.8108 0.4337 -0.3194
C 0.5194 0.2440 -0.4842
C 0.9396 -0.7001 0.5157
N 2.2481 -1.2306 0.5961
C -0.1953 -1.0088 1.2099
O -1.2624 -0.3327 0.7155
H -2.6185 0.8221 -1.4753
H -1.1961 1.7764 -1.9159
H -2.0980 2.1703 -0.4467
H 1.1407 0.6897 -1.2478
H 2.9527 -0.5096 0.7017
H 2.3540 -1.9544 1.2921
H -0.3598 -1.7816 1.9551

Here are the natural (NBO) charges for atoms 1 to 2, given in e:
1. C -0.652
2. C 0.299



Here is a molecular structure, C5H7NO from the OMol25 dataset. Energies are from ωB97M-V/def2-TZVPD.

Values from the calculation:
Frontier orbital gap   9.54 eV
Energy   -324.50311 Ha
Largest force on an atom   0.502 eV/A
Highest occupied orbital energy   -9.09 eV

Geometry (Å):
N -2.2094 0.0210 -0.9918
C -1.3034 0.5387 -0.1466
O -0.3219 1.2508 -0.7836
C 0.2593 -0.1171 -0.8125
C 1.5894 -0.0506 -0.0492
C 0.7868 -0.0345 1.2758
C -0.5289 -0.4330 0.5882
H -2.3886 0.7214 -1.7167
H -1.1171 -0.5460 -1.5302
H 2.2363 0.8111 -0.2407
H 2.1617 -0.9756 -0.1676
H 0.7300 0.9529 1.7372
H 1.1165 -0.7591 2.0223
H -1.0108 -1.3801 0.8154

Here are the natural (NBO) charges for atoms 1 to 2, given in e:
1. N -0.808
2. C 0.505



Here is a molecular structure, C5H7NO from the OMol25 dataset. Energies are from ωB97M-V/def2-TZVPD.

Values from the calculation:
Frontier orbital gap   11.19 eV
Energy   -324.60784 Ha
Largest force on an atom   0.384 eV/A
Highest occupied orbital energy   -10.12 eV

Geometry (Å):
O 1.9209 0.5504 0.5124
C 0.7362 1.2719 0.8269
C 0.9490 0.7350 -0.5097
C 0.0518 -0.3989 -0.9718
C -0.3834 -1.3776 0.1457
C -1.5791 -0.4670 0.1223
N -1.3235 0.2010 -0.9430
H 0.8172 2.3393 1.0162
H 1.2415 1.4206 -1.3058
H 0.3617 -0.8273 -1.9321
H 0.2526 -1.4985 1.0264
H -0.6511 -2.3636 -0.2453
H 0.0457 0.7380 1.4810
H -2.4395 -0.3231 0.7767

Here are the natural (NBO) charges for atoms 1 to 2, given in e:
1. O -0.486
2. C -0.109



Here is C5H7NO in the gas phase in a non-equilibrium geometry from the OMol25 dataset. Energies are from ωB97M-V/def2-TZVPD.

Values from the calculation:
Frontier orbital gap (spin up / spin down)   7.94 / 8.62 eV
Energy   -324.58601 Ha
Largest force on an atom   1.657 eV/A
Highest occupied orbital energy (spin up / spin down)   -8.96 / -9.01 eV

Geometry (Å):
O -1.1666 -0.7393 2.3480
C -0.6049 -0.3822 1.3311
C -0.1871 1.1152 1.0925
N -0.5063 1.1200 -0.2739
C 0.6228 0.6385 -1.0380
C 0.3063 -0.8656 -1.0920
C -0.5198 -1.1404 0.1136
H -0.8839 1.7116 1.6855
H 0.8519 1.3295 1.3672
H 1.5851 0.8185 -0.5380
H 0.6499 1.0893 -2.0331
H 1.1452 -1.5628 -1.2362
H -0.3603 -0.9850 -1.9539
H -0.9159 -2.1537 0.2140

Here are the natural (NBO) charges for atoms 1 to 2, given in e:
1. O -0.517
2. C 0.460



Here is C5H7NO in the gas phase from the OMol25 dataset. Energies are from ωB97M-V/def2-TZVPD.

Values from the calculation:
Frontier orbital gap   8.97 eV
Energy   -324.58791 Ha
Largest force on an atom   0.412 eV/A
Highest occupied orbital energy   -9.32 eV

Geometry (Å):
C 1.1061 -0.4027 -1.1871
C -0.6209 -1.3817 0.0422
C -0.3773 -0.1615 -0.7579
C -0.4615 1.0317 0.1723
N -0.5725 2.2401 -0.1733
O -0.3734 0.5726 1.4525
C -0.4943 -0.8630 1.4227
H 1.7330 -0.7140 -0.3446
H 1.1627 -1.1762 -1.9542
H 1.5011 0.5406 -1.5730
H -0.9811 -0.0496 -1.6605
H -0.6099 2.8444 0.6487
H 0.3729 -1.3193 1.9195
H -1.3848 -1.1613 1.9928

Here are the natural (NBO) charges for atoms 1 to 2, given in e:
1. C -0.572
2. C 0.193



Here is 2 unconnected molecules or ions with the total composition C5H7NO from the OMol25 dataset. Energies are from ωB97M-V/def2-TZVPD.

Values from the calculation:
Frontier orbital gap (spin up / spin down)   7.83 / 8.28 eV
Energy   -324.49413 Ha
Largest force on an atom   0.409 eV/A
Highest occupied orbital energy (spin up / spin down)   -8.15 / -8.73 eV

Geometry (Å):
C -2.0723 -0.2083 -0.0753
C -1.0188 -0.8313 0.5286
C 0.7860 0.0604 -0.1747
C 2.0297 -0.1068 0.5683
O 1.6652 -0.8289 -0.6381
C 0.1791 1.2484 -0.9642
N 1.0545 2.0387 -1.1953
H -0.9423 1.1129 -1.0876
H -2.6059 0.6036 0.4121
H -2.4967 -0.5854 -1.0024
H -0.7796 -0.6043 1.5662
H -0.6702 -1.7931 0.1580
H 2.8376 0.6056 0.4316
H 2.0336 -0.7114 1.4728

Here are the natural (NBO) charges for atoms 1 to 2, given in e:
1. C -0.421
2. C -0.447



Here is C5H7NO in the gas phase from the OMol25 dataset. Energies are from ωB97M-V/def2-TZVPD.

Values from the calculation:
Frontier orbital gap (spin up / spin down)   7.41 / 7.41 eV
Energy   -324.49963 Ha
Largest force on an atom   0.587 eV/A
Highest occupied orbital energy (spin up / spin down)   -6.48 / -6.48 eV

Geometry (Å):
C -2.2186 -1.0813 0.3502
N -1.5324 -0.0210 -0.1228
C -0.2719 0.2968 0.0013
C 0.9738 -0.0325 0.7820
C 1.7529 -0.1148 -0.5504
C 0.8363 1.1361 -0.5846
O 1.2834 1.4228 0.7986
H -3.2883 -0.9876 0.4547
H -1.6539 -1.8444 0.8647
H -2.0736 0.6345 -0.6811
H 1.1019 -0.5860 1.7126
H 1.5317 -0.9474 -1.2251
H 2.8197 0.1127 -0.4650
H 0.8180 1.9561 -1.3053

Here are the natural (NBO) charges for atoms 1 to 2, given in e:
1. C -0.472
2. N -0.382



Here is C5H7NO in the gas phase in a non-equilibrium geometry from the OMol25 dataset. Energies are from ωB97M-V/def2-TZVPD.

Values from the calculation:
Frontier orbital gap   11.02 eV
SMILES string   CC(=O)[C@@H](C)C#N
Energy   -324.70428 Ha
Largest force on an atom   1.105 eV/A
Highest occupied orbital energy   -10.33 eV

Geometry (Å):
C 2.0354 -0.0504 -0.3534
C 0.7628 -0.3001 0.4204
O 0.7665 -0.8202 1.5078
C -0.5759 0.0879 -0.2475
C -1.7751 -0.5990 0.4044
C -0.7338 1.5467 -0.2704
N -0.8984 2.6917 -0.2762
H 2.5668 -0.9996 -0.4831
H 2.6833 0.6111 0.2281
H 1.8674 0.3974 -1.3360
H -0.4886 -0.2274 -1.2918
H -1.7760 -0.4581 1.4851
H -2.7082 -0.2064 -0.0031
H -1.7263 -1.6736 0.2157

Here are the natural (NBO) charges for atoms 1 to 2, given in e:
1. C -0.730
2. C 0.617